Density functional theory data (ωB97M-V/def2-TZVPD) for a cluster of 8 separate species, C28H75N11O8 in total in a non-equilibrium geometry.

Geometry (Å):
C 0.706 2.272 6.569
C -0.334 1.335 5.926
C -1.448 1.176 7.001
C -0.963 2.006 4.687
C -0.086 1.844 3.435
C 0.396 0.412 3.288
C 1.108 -0.249 4.470
C 1.023 -1.753 4.149
C 2.535 0.308 4.471
N 0.274 0.011 5.637
O 0.723 -0.651 6.804
H 1.206 1.682 7.339
H 1.482 2.544 5.849
H 0.298 3.196 6.975
H -1.590 1.997 7.706
H -2.394 0.830 6.585
H -1.133 0.429 7.737
H -2.052 1.988 4.647
H -0.867 3.095 4.804
H -0.682 1.979 2.531
H 0.847 2.411 3.451
H 1.099 0.316 2.452
H -0.458 -0.167 2.922
H 1.742 -1.998 3.359
H 0.078 -2.036 3.690
H 1.314 -2.382 4.990
H 3.202 -0.125 3.722
H 3.065 -0.085 5.348
H 2.636 1.391 4.494
H 0.152 -1.426 6.802
C -5.442 -2.522 -1.817
O -4.458 -3.200 -1.026
C -3.295 -2.416 -0.782
C -2.516 -3.110 0.329
C -3.129 -2.933 1.731
N -1.153 -2.482 0.352
H -6.163 -2.009 -1.178
H -5.934 -3.135 -2.567
H -4.872 -1.740 -2.328
H -2.716 -2.414 -1.710
H -3.463 -1.376 -0.478
H -2.430 -4.175 0.110
H -4.201 -3.138 1.770
H -2.961 -1.911 2.076
H -2.671 -3.632 2.430
H -1.386 -1.556 -0.005
H -0.749 -2.952 -0.457
C -6.206 4.288 -6.059
O -5.520 3.116 -5.657
C -6.350 1.999 -5.478
C -5.546 0.921 -4.787
C -4.826 1.375 -3.497
N -4.449 0.308 -5.575
H -5.521 5.122 -6.215
H -6.931 4.572 -5.294
H -6.665 4.205 -7.049
H -7.191 2.279 -4.821
H -6.936 1.646 -6.337
H -6.210 0.064 -4.639
H -4.096 0.732 -3.005
H -5.623 1.383 -2.745
H -4.326 2.331 -3.636
H -4.615 0.160 -6.565
H -3.616 0.881 -5.523
C 3.581 1.899 1.353
O 4.182 3.190 1.524
C 4.136 3.753 2.841
C 5.017 2.938 3.773
C 4.783 3.415 5.191
N 6.399 3.176 3.406
H 3.910 1.538 0.377
H 2.515 2.061 1.500
H 4.018 1.073 1.923
H 4.504 4.773 2.981
H 3.171 3.880 3.356
H 4.679 1.904 3.707
H 4.657 4.497 5.309
H 5.593 3.036 5.810
H 3.772 3.104 5.468
H 6.605 3.114 2.420
H 6.779 4.037 3.769
C 0.978 -6.392 -7.174
O 0.553 -5.975 -5.876
C 1.281 -4.810 -5.415
C 0.541 -4.159 -4.225
C -0.680 -3.435 -4.752
N 1.461 -3.099 -3.716
H 0.833 -5.576 -7.885
H 0.452 -7.314 -7.401
H 2.059 -6.554 -7.104
H 2.234 -5.257 -5.122
H 1.342 -4.113 -6.255
H 0.338 -4.985 -3.546
H -1.467 -4.136 -5.061
H -0.520 -2.873 -5.673
H -1.309 -2.898 -4.039
H 1.583 -2.532 -4.550
H 2.363 -3.523 -3.519
N 4.248 -2.189 -0.370
C 3.314 -2.360 0.606
N 2.021 -2.344 0.224
O 3.699 -2.410 1.780
H 5.185 -2.440 -0.104
H 3.961 -2.549 -1.271
H 1.326 -2.481 0.942
H 1.715 -1.979 -0.667
N 0.587 -0.686 -1.674
C -0.355 0.276 -1.577
N -0.033 1.178 -0.607
O -1.494 0.120 -2.018
H 0.313 -1.436 -2.297
H 1.550 -0.493 -1.468
H 0.906 1.330 -0.284
H -0.678 1.912 -0.372
N 3.845 4.092 -1.249
C 2.835 3.462 -1.898
N 2.324 4.192 -2.915
O 2.303 2.450 -1.427
H 4.216 3.602 -0.445
H 3.978 5.078 -1.347
H 2.752 5.057 -3.170
H 1.427 3.828 -3.198

Atoms 1-3, force components in eV/Å:
0.7 -0.5 -0.4
-0.4 0.8 1.3
0.5 -1.2 0.6

For the HOMO energy, the calculation gives -7.91 eV. For the LUMO energy, the calculation gives 0.43 eV. As for the SMILES: CC1(C)CCCC(C)(C)N1O.COC[C@H](C)N.COC[C@H](C)N.COC[C@H](C)N.COC[C@H](C)N.NC(N)=O.NC(N)=O.NC(N)=O. The value obtained for the relative energy (zero: lowest compared OMol25 entry of this formula, charge and spin) is 272.58 kJ/mol.